C31H11CoF15GeN4S2Se | the ωB97M-V functional and the def2-TZVPD basis

Cartesian coordinates (Å):
F (-7.10, 2.90, -1.40)
C (-1.42, -3.40, -3.79)
C (-0.83, 1.32, 1.44)
F (-2.87, 2.18, 2.30)
N (0.74, -3.01, -1.02)
H (6.59, -0.69, 3.81)
C (5.95, -2.74, 4.01)
H (-3.74, -5.87, -3.73)
Ge (-1.19, 1.60, -0.54)
C (0.84, 0.66, 3.09)
C (-5.81, 2.68, -1.16)
C (0.32, 5.56, -0.18)
H (-2.70, -6.23, -1.51)
C (-3.09, 2.21, -0.68)
F (-5.24, 4.67, -2.27)
C (-2.46, -4.21, -4.21)
F (-6.34, 0.69, -0.03)
S (2.34, -0.85, -1.55)
F (-2.62, 4.19, -1.87)
N (3.22, -1.79, 1.01)
F (0.00, 6.63, 0.56)
F (1.31, 0.62, 0.80)
S (-1.34, -0.05, -1.89)
C (-2.92, -5.23, -3.40)
C (4.11, -2.13, 2.01)
C (5.06, -3.70, 3.55)
C (-5.41, 1.55, -0.46)
F (2.00, 6.79, -1.28)
F (-3.71, 0.24, 0.45)
Co (0.54, -0.99, -2.89)
F (-2.15, 1.73, 4.81)
H (-1.04, -2.60, -4.42)
H (3.46, -4.16, 2.18)
C (-1.31, -4.63, -1.72)
H (-0.85, -4.77, -0.75)
C (-1.67, 1.62, 2.49)
C (5.90, -1.46, 3.46)
H (5.10, -4.70, 3.97)
Se (0.70, -0.15, -4.87)
C (-0.04, 0.94, 4.11)
N (0.24, -2.77, -2.18)
H (4.97, -0.16, 2.03)
F (2.08, 0.23, 3.37)
C (-1.30, 1.42, 3.82)
C (-2.34, -5.44, -2.15)
C (1.77, -2.25, -0.61)
C (4.15, -3.41, 2.56)
C (-4.07, 1.34, -0.23)
C (1.33, 5.64, -1.11)
C (-3.52, 3.32, -1.38)
H (6.67, -2.97, 4.78)
C (-0.06, 3.24, -0.78)
C (0.97, 3.35, -1.70)
H (3.35, -0.91, 0.51)
C (1.67, 4.53, -1.88)
F (-1.34, 4.31, 0.89)
F (0.34, 0.79, 5.38)
C (-0.35, 4.36, -0.02)
N (2.32, -2.61, 0.53)
C (-0.83, -3.60, -2.54)
F (1.30, 2.29, -2.44)
F (2.65, 4.62, -2.77)
C (-4.86, 3.58, -1.62)
H (-2.90, -4.05, -5.18)
C (0.43, 0.85, 1.78)
C (4.99, -1.15, 2.47)

Charge: -1
LUMO level (spin up / spin down): 1.1179 / 1.0674 eV
M: 999.1 g mol⁻¹
Kohn-Sham gap (spin up / spin down): 0.2250 / 0.2303 Eh
2S+1: 5

Atom charges from the Löwdin analysis, given in e for atoms 1 to 2: number 1, F, carries 0.120; number 2, C, carries -0.031


C31H18IN9OV | the ωB97M-V functional and the def2-TZVPD basis

Cartesian coordinates (Å):
H (0.81, 0.34, 2.96)
N (1.18, -2.59, -1.57)
C (-0.03, 3.98, -2.15)
C (-0.98, 0.52, 1.81)
C (-4.67, 1.07, 1.02)
C (2.41, -1.20, -3.08)
C (2.33, -2.10, 1.69)
C (2.81, 2.50, 1.03)
H (3.20, 1.74, -4.57)
C (3.15, -2.10, -3.82)
H (4.58, 0.15, -5.93)
H (-2.36, -4.03, 1.93)
C (-1.18, 4.36, -0.11)
N (-0.57, -1.99, -0.05)
H (-1.78, 4.97, 0.55)
O (3.51, 3.45, 1.14)
N (3.05, -3.04, 2.18)
H (-6.27, 1.40, 2.44)
C (0.19, -4.26, -0.26)
N (1.26, 2.05, -2.47)
C (3.95, -0.22, -5.12)
C (-0.83, 4.79, -1.39)
C (-0.73, -4.68, 0.67)
H (-0.76, -5.72, 0.98)
C (-1.61, -3.75, 1.21)
C (-0.76, 3.12, 0.30)
H (-1.15, 5.76, -1.76)
C (2.91, -4.29, 1.77)
H (-2.65, 0.97, 5.34)
C (-4.37, 1.14, 3.38)
C (-2.40, 0.75, 1.91)
N (1.66, -1.22, 1.31)
C (0.39, 2.73, -1.65)
C (3.20, 0.68, -4.37)
H (4.54, -2.25, -5.44)
C (2.43, 0.15, -3.35)
H (0.33, 4.27, -3.13)
C (-0.27, 0.49, 2.99)
C (-3.34, 0.84, 0.82)
H (-1.01, 2.76, 1.28)
V (0.63, 0.36, 0.42)
H (0.91, -4.93, -0.71)
H (-0.21, 0.61, 5.15)
C (-2.18, 0.85, 4.37)
C (-5.21, 1.22, 2.31)
H (3.11, -3.16, -3.60)
H (-2.14, -1.69, 1.23)
C (0.24, -2.91, -0.60)
C (-2.99, 0.91, 3.21)
C (-1.48, -2.43, 0.81)
C (1.47, -1.40, -1.95)
I (-2.84, 0.57, -1.20)
C (3.93, -1.59, -4.85)
C (-0.84, 0.65, 4.27)
N (-0.02, 2.29, -0.45)
N (2.86, -5.40, 1.46)
N (1.03, -0.16, -1.51)
H (-4.76, 1.24, 4.39)
N (2.12, 1.53, 0.96)
C (1.52, 0.79, -2.37)
H (-5.33, 1.12, 0.16)

Charge: -1
LUMO level (spin up / spin down): 1.8945 / 1.8862 eV
M: 710.4 g mol⁻¹
Kohn-Sham gap (spin up / spin down): 0.2726 / 0.2768 Eh
2S+1: 3

Atom charges from the Löwdin analysis, given in e for atoms 1 to 2: number 1, H, carries 0.067; number 2, N, carries 0.178


| no. | energy (eV) |
| --- | --- |
| 1 | -260207.63520 |
| 2 | -81690.93468 |